Record 1
One molecule with the formula C4H5N3, computed with the ωB97M-V functional and the def2-TZVPD basis.

## Properties
Highest occupied orbital energy (alpha / beta) = -8.655 / -8.808 eV
Multiplicity = 1
Total charge = 0
Energy relative to the best compared isomer or geometry (same formula, charge and spin) = 4.940 eV
DFT total energy = -319.530652 a.u.

```
12
Properties=species:S:1:pos:R:3:lowdin_charge:R:1
N 2.0640 0.2034 0.1411 0.13
C 0.7321 0.0808 -0.2528 -0.67
N 0.0305 -1.1692 -0.4772 0.16
C -1.1660 -1.1276 0.1379 -0.17
C -1.5211 0.1479 0.5033 -0.03
C -0.5164 1.0071 -0.0445 -0.16
N 0.1593 0.6413 -1.3339 0.22
H 2.6840 0.1972 -0.6632 0.09
H 2.3334 -0.5163 0.8009 0.09
H -1.7890 -2.0140 0.1487 0.11
H -2.3917 0.4739 1.0575 0.10
H -0.4850 2.0786 0.1348 0.13
```

---

Record 2
C4H5N3 as an isolated structure, computed with the ωB97M-V functional and the def2-TZVPD basis.

## Properties
Highest occupied orbital energy = -9.266 eV
Multiplicity = 1
Total charge = 0
Energy relative to the best compared isomer or geometry (same formula, charge and spin) = 3.223 eV
DFT total energy = -319.593760 a.u.

```
12
Properties=species:S:1:pos:R:3:lowdin_charge:R:1
N 2.0900 -0.1030 -0.4761 0.16
C 0.8679 -0.4502 0.0041 -0.50
N 0.1292 -1.4963 -0.1502 0.14
C -0.9215 -0.7352 0.5631 -0.29
C -1.7766 0.2281 -0.2320 -0.01
C -0.8724 1.1894 -0.0458 -0.08
N 0.0406 0.4158 0.7849 0.04
H 2.5787 0.6323 0.0096 0.10
H 2.6646 -0.8431 -0.8508 0.10
H -1.3422 -1.2160 1.4484 0.14
H -2.7400 0.1559 -0.7181 0.09
H -0.7183 2.2222 -0.3370 0.10
```

---

Record 3
One molecule with the formula C4H5N3 at a distorted geometry, computed with the ωB97M-V functional and the def2-TZVPD basis.

## Properties
SMILES = CNC(C#N)C#N
Highest occupied orbital energy = -10.498 eV
Multiplicity = 1
Total charge = 0
Energy relative to the best compared isomer or geometry (same formula, charge and spin) = 1.961 eV
DFT total energy = -319.640137 a.u.

```
12
Properties=species:S:1:pos:R:3:lowdin_charge:R:1
C 1.3387 -0.4132 -0.8655 -0.11
N 0.3373 0.5627 -0.4373 -0.08
C -0.4461 0.2018 0.7311 -0.35
C -1.2172 1.4004 1.1224 -0.16
N -1.7097 2.4185 1.3590 0.17
C -1.3059 -0.9929 0.5174 -0.16
N -1.7950 -1.9606 0.1158 0.17
H 1.9243 -0.7239 0.0070 0.09
H 2.0084 0.1066 -1.5597 0.08
H 0.9364 -1.3217 -1.3487 0.08
H -0.3082 0.7543 -1.1979 0.12
H 0.2370 -0.0320 1.5563 0.15
```

---

Record 4
One molecule with the formula C4H5N3, computed with the ωB97M-V functional and the def2-TZVPD basis.

## Properties
Highest occupied orbital energy = -8.911 eV
Multiplicity = 1
Total charge = 0
Energy relative to the best compared isomer or geometry (same formula, charge and spin) = 6.477 eV
DFT total energy = -319.474180 a.u.

```
12
Properties=species:S:1:pos:R:3:lowdin_charge:R:1
N 1.2494 -0.4814 1.1548 0.08
C 0.0519 -0.2436 0.4303 -0.55
C -0.9393 -1.1974 0.8742 0.18
N -0.4185 -0.9415 -1.1328 0.12
C -0.4266 0.0957 -1.8788 -0.23
N -0.1485 1.3788 -1.3257 0.08
C 0.0386 1.1834 -0.0770 -0.10
H 1.2141 -1.3623 1.6574 0.07
H 1.6797 0.2795 1.6708 0.09
H -1.9624 -0.8424 1.0417 0.02
H -0.6392 0.0956 -2.9603 0.11
H 0.3007 2.0356 0.5455 0.12
```

---

Record 5
One molecule with the formula C4H5N3 at a distorted geometry, computed with the ωB97M-V functional and the def2-TZVPD basis.

## Properties
Highest occupied orbital energy = -9.389 eV
Multiplicity = 1
Total charge = 0
Energy relative to the best compared isomer or geometry (same formula, charge and spin) = 9.062 eV
DFT total energy = -319.379194 a.u.

```
12
Properties=species:S:1:pos:R:3:lowdin_charge:R:1
C 0.8461 2.1616 3.1003 0.05
C 0.7482 2.6478 1.9920 -0.29
C -1.7629 -0.4050 -0.3133 0.00
C 0.9770 0.4317 0.3128 0.00
N -1.4809 0.6559 0.3447 0.02
N -0.2859 2.1629 1.4236 0.07
N -0.2645 1.1570 0.5831 -0.21
H -2.8394 -0.6153 -0.3130 0.08
H -1.1733 -1.1968 -0.6531 0.04
H 1.4508 1.0507 -0.3397 0.06
H 1.5808 0.1968 1.2603 0.12
H 0.7166 -0.4810 -0.1994 0.06
```

---

Record 6
One molecule with the formula C4H5N3 at a distorted geometry, computed with the ωB97M-V functional and the def2-TZVPD basis.

## Properties
Highest occupied orbital energy = -8.902 eV
Multiplicity = 1
Total charge = 0
Energy relative to the best compared isomer or geometry (same formula, charge and spin) = 2.988 eV
DFT total energy = -319.602397 a.u.

```
12
Properties=species:S:1:pos:R:3:lowdin_charge:R:1
N -1.8780 0.1221 0.0438 0.09
C -0.5077 -0.0679 0.0138 -0.29
C 0.2770 1.2133 0.1276 -0.17
N 1.5100 1.5079 0.1777 0.12
C 2.5352 -1.0578 0.0375 0.06
N 1.4131 -1.4089 -0.0171 -0.05
C 0.0390 -1.2983 -0.0582 -0.11
H -2.2206 1.0248 -0.2515 0.09
H -2.4573 -0.6432 -0.2722 0.10
H -0.4028 2.0746 0.1767 0.10
H 2.2101 0.7554 0.1462 -0.04
H -0.5292 -2.2191 -0.1331 0.11
```

---

Record 7
A 2-piece molecular cluster, C4H5N3 overall at a distorted geometry, computed with the ωB97M-V functional and the def2-TZVPD basis.

## Properties
SMILES = N#CC=C=N.C=N
Highest occupied orbital energy = -9.082 eV
Multiplicity = 1
Total charge = 0
Energy relative to the best compared isomer or geometry (same formula, charge and spin) = 4.100 eV
DFT total energy = -319.561530 a.u.

```
12
Properties=species:S:1:pos:R:3:lowdin_charge:R:1
N 0.1480 -3.1241 -0.0328 0.14
C 0.5570 -2.2446 0.6314 -0.28
C 1.0033 -1.0976 1.3355 -0.15
C 2.0182 -0.6587 0.6821 -0.21
N 2.8902 -0.1944 -0.0362 0.19
H 0.7673 -0.6445 2.3926 0.17
H 3.8286 -0.5666 -0.0246 0.08
C -1.4664 -0.0987 -0.8513 -0.13
N -1.0765 0.1971 0.2875 0.01
H -2.3704 -0.7358 -0.9803 0.08
H -0.9727 0.3689 -1.6989 0.07
H -1.5593 0.0643 1.1203 0.03
```

---

Record 8
One molecule with the formula C4H5N3 at a distorted geometry, computed with the ωB97M-V functional and the def2-TZVPD basis.

## Properties
SMILES = [H]/N=C\n1cccn1
Highest occupied orbital energy = -9.583 eV
Multiplicity = 1
Total charge = 0
Energy relative to the best compared isomer or geometry (same formula, charge and spin) = 3.556 eV
DFT total energy = -319.581526 a.u.

```
12
Properties=species:S:1:pos:R:3:lowdin_charge:R:1
H -1.9042 1.2997 0.1958 0.07
N -2.4610 0.3215 0.0629 0.06
C -1.5100 -0.5810 -0.0866 -0.21
N -0.1995 -0.2527 0.0486 -0.22
C 0.1835 0.9663 -0.0873 -0.15
C 1.5521 0.9472 -0.0312 -0.05
C 1.8949 -0.4994 -0.0635 -0.09
N 0.7238 -1.1712 0.1087 0.08
H -2.0514 -1.5765 -0.2948 0.15
H -0.2665 1.9533 -0.1459 0.13
H 2.0762 1.8731 0.3159 0.11
H 2.9801 -0.8317 -0.0007 0.12
```

---

Record 9
One molecule with the formula C4H5N3, computed with the ωB97M-V functional and the def2-TZVPD basis.

## Properties
Highest occupied orbital energy (alpha / beta) = -7.268 / -7.269 eV
Multiplicity = 1
Total charge = 0
Energy relative to the best compared isomer or geometry (same formula, charge and spin) = 5.841 eV
DFT total energy = -319.497575 a.u.

```
12
Properties=species:S:1:pos:R:3:lowdin_charge:R:1
N -0.5428 -0.7423 -0.8917 0.10
C -0.4637 0.6362 -1.2436 -0.36
N -1.1961 1.2154 -0.0712 0.07
C -0.7480 0.6493 0.9872 -0.18
C 0.2623 -0.4147 0.7231 -0.11
C 1.3706 0.2782 0.0068 -0.18
N 1.0150 0.8287 -1.0940 0.07
H 0.0266 -1.3729 -1.4574 0.14
H -1.4869 -1.1057 -0.7554 0.14
H -1.0816 0.9261 1.9847 0.11
H 0.4518 -1.2158 1.4350 0.11
H 2.3928 0.3176 0.3766 0.11
```

---

Record 10
One molecule with the formula C4H5N3 at a distorted geometry, computed with the ωB97M-V functional and the def2-TZVPD basis.

## Properties
SMILES = CNC(C#N)C#N
Highest occupied orbital energy = -10.484 eV
Multiplicity = 1
Total charge = 0
Energy relative to the best compared isomer or geometry (same formula, charge and spin) = 2.849 eV
DFT total energy = -319.607524 a.u.

```
12
Properties=species:S:1:pos:R:3:lowdin_charge:R:1
C -0.0763 -1.2115 -1.7825 -0.16
N -0.0097 0.1742 -1.3725 -0.08
C -0.5647 0.2945 0.0330 -0.29
C -0.0390 -0.8965 0.7549 -0.24
N 0.4715 -1.6903 1.3933 0.19
C 0.0019 1.4608 0.6861 -0.19
N 0.2997 2.3882 1.2712 0.19
H 0.4415 -1.4276 -2.8070 0.12
H 0.0998 -1.9859 -0.9471 0.08
H -1.0407 -1.4251 -2.2417 0.07
H 0.9189 0.6357 -1.2871 0.13
H -1.6813 0.2154 0.0887 0.17
```

---

Record 11
A 2-piece molecular cluster, C4H5N3 overall at a distorted geometry, computed with the ωB97M-V functional and the def2-TZVPD basis.

## Properties
Highest occupied orbital energy = -9.104 eV
Multiplicity = 1
Total charge = 0
Energy relative to the best compared isomer or geometry (same formula, charge and spin) = 4.841 eV
DFT total energy = -319.534315 a.u.

```
12
Properties=species:S:1:pos:R:3:lowdin_charge:R:1
C 0.3180 0.0304 1.5448 -0.02
N 0.6647 -0.2775 0.0706 0.07
C 0.2396 0.3039 -1.0034 -0.07
C 0.6855 -0.0586 -2.3367 -0.12
N 0.9920 -0.2443 -3.4400 0.20
C -2.3071 0.3882 -0.1762 -0.33
N -2.1580 -0.4277 0.6563 -0.17
H 1.0055 0.8211 1.8270 0.09
H 0.4930 -0.8944 2.0970 0.09
H -0.7124 0.3376 1.7937 0.04
H 1.3208 -1.0451 -0.0905 0.17
H -0.5415 1.0664 -0.9426 0.05
```

---

Record 12
One molecule with the formula C4H5N3 at a distorted geometry, computed with the ωB97M-V functional and the def2-TZVPD basis.

## Properties
SMILES = C=C1C=NNC=N1
Highest occupied orbital energy = -7.576 eV
Multiplicity = 1
Total charge = 0
Energy relative to the best compared isomer or geometry (same formula, charge and spin) = 5.075 eV
DFT total energy = -319.525702 a.u.

```
12
Properties=species:S:1:pos:R:3:lowdin_charge:R:1
C -2.1218 -0.0301 0.0731 0.07
C -0.7288 -0.1119 -0.1820 -0.37
C 0.0232 -1.1780 -0.0040 -0.19
N 1.2853 -1.2738 -0.0834 0.06
N 1.7858 -0.0580 -0.0553 -0.08
C 1.0578 1.2170 0.0125 -0.14
N -0.1664 1.1900 -0.1554 0.09
H -2.3683 1.0684 0.0305 0.07
H -2.7027 -1.0078 0.0760 0.07
H -0.5943 -1.9655 -0.1256 0.09
H 2.9369 0.0875 0.3513 0.23
H 1.5931 2.0623 0.0624 0.08
```

---

Record 13
A 2-piece molecular cluster, C4H5N3 overall at a distorted geometry, computed with the ωB97M-V functional and the def2-TZVPD basis.

## Properties
Highest occupied orbital energy = -8.866 eV
Multiplicity = 1
Total charge = 0
Energy relative to the best compared isomer or geometry (same formula, charge and spin) = 3.795 eV
DFT total energy = -319.572757 a.u.

```
12
Properties=species:S:1:pos:R:3:lowdin_charge:R:1
N 0.0569 2.3056 -0.1167 -0.17
C 1.1759 1.9722 0.0449 -0.36
C -0.7911 -0.3617 0.7224 -0.01
C -1.0016 -0.5199 -0.7258 -0.18
N 0.2847 -0.8584 -1.2744 0.10
C 1.1234 -0.6707 -0.3418 -0.19
N 0.4800 -0.4321 0.9201 0.10
H -1.4949 -0.0667 1.4900 0.15
H -1.8361 -1.1341 -1.0655 0.13
H -1.1630 0.5628 -0.9954 0.14
H 2.2008 -0.7358 -0.3892 0.13
H 0.9651 -0.0612 1.7315 0.16
```

---

Record 14
One molecule with the formula C4H5N3, computed with the ωB97M-V functional and the def2-TZVPD basis.

## Properties
SMILES = Nc1cncnc1
Highest occupied orbital energy = -8.866 eV
Multiplicity = 1
Total charge = 0
Energy relative to the best compared isomer or geometry (same formula, charge and spin) = 0.767 eV
DFT total energy = -319.684014 a.u.

```
12
Properties=species:S:1:pos:R:3:lowdin_charge:R:1
N 1.7958 0.5089 -0.7580 0.09
C 0.6032 0.0911 -0.1765 -0.31
C -0.2565 -0.7462 -0.8862 -0.10
N -1.5163 -0.9450 -0.5204 0.08
C -1.8698 -0.4166 0.6531 -0.24
N -1.0405 0.1177 1.5452 0.07
C 0.2017 0.3586 1.1300 -0.10
H 1.6637 0.7339 -1.7364 0.09
H 2.2348 1.2832 -0.2796 0.09
H 0.1584 -1.2973 -1.7319 0.12
H -2.9194 -0.4694 0.9312 0.10
H 0.9180 0.7392 1.8578 0.11
```

---

Record 15
One molecule with the formula C4H5N3 at a distorted geometry, computed with the ωB97M-V functional and the def2-TZVPD basis.

## Properties
Highest occupied orbital energy = -8.152 eV
Multiplicity = 1
Total charge = 0
Energy relative to the best compared isomer or geometry (same formula, charge and spin) = 3.991 eV
DFT total energy = -319.565553 a.u.

```
12
Properties=species:S:1:pos:R:3:lowdin_charge:R:1
N 2.7820 -0.9533 0.9243 0.14
C 1.9587 -0.5169 0.2394 -0.19
C 0.8898 0.0370 -0.6044 -0.20
C -1.6550 -1.3483 -0.3577 0.02
N -1.7371 -0.1947 0.1653 -0.05
C -1.1948 0.9461 0.2928 -0.19
N 0.1686 1.1135 0.0406 -0.01
H 1.2950 0.3485 -1.5708 0.13
H 0.1793 -0.7771 -0.8511 0.07
H -1.6022 -2.1316 0.4184 0.03
H -1.7621 1.8281 0.5722 0.13
H 0.6780 1.6487 0.7311 0.13
```

---

Record 16
A 2-piece molecular cluster, C4H5N3 overall at a distorted geometry, computed with the ωB97M-V functional and the def2-TZVPD basis.

## Properties
Highest occupied orbital energy (alpha / beta) = -6.031 / -9.399 eV
Multiplicity = 3
Total charge = 0
Energy relative to the best compared isomer or geometry (same formula, charge and spin) = 4.703 eV
⟨S²⟩ = 2.01
DFT total energy = -319.351261 a.u.

```
12
Properties=species:S:1:pos:R:3:lowdin_spin:R:1
C -1.3659 -1.1256 -0.1910 0.13
C -0.2943 -0.0196 -0.2457 0.69
C 2.7321 0.1618 -0.0092 0.17
C 1.6506 0.8661 -0.0052 0.70
N -0.9789 1.1003 -0.1993 0.08
N -2.2916 0.8657 -0.0098 0.07
N -2.4566 -0.4418 0.0950 0.03
H 2.9385 -0.9801 0.0763 0.04
H -3.3360 -0.7992 0.3837 0.00
H 3.6500 0.7437 -0.0237 0.05
H -1.2723 -2.1395 0.1429 0.00
H 1.0244 1.7683 -0.0140 0.04
```

---

Record 17
One molecule with the formula C4H5N3O at a distorted geometry, computed with the ωB97M-V functional and the def2-TZVPD basis.

## Properties
SMILES = C/N=C(/N)C(=O)C#N
Highest occupied orbital energy = -9.466 eV
Multiplicity = 1
Total charge = 0
Energy relative to the best compared isomer or geometry (same formula, charge and spin) = 3.877 eV
DFT total energy = -394.825098 a.u.

```
13
Properties=species:S:1:pos:R:3:lowdin_charge:R:1
C -0.8396 1.5991 0.2070 -0.13
N 0.6267 1.0767 0.1603 0.03
C 0.8112 -0.1654 -0.1202 -0.46
N 2.0389 -0.6291 -0.3223 0.10
C -0.1645 -1.3531 0.0582 -0.28
O 0.3100 -2.4294 0.4487 0.11
C -1.5555 -1.1455 -0.2704 -0.10
N -2.7529 -0.9585 -0.2222 0.20
H -0.7588 2.7852 0.0526 0.10
H -1.5535 1.0845 -0.5974 0.07
H -1.1745 1.3920 1.2579 0.07
H 2.6953 0.2488 -0.6912 0.21
H 2.3172 -1.5052 0.0391 0.08
```

---

Record 18
C4H5N3O as an isolated structure at a distorted geometry, computed with the ωB97M-V functional and the def2-TZVPD basis.

## Properties
Highest occupied orbital energy = -9.310 eV
Multiplicity = 1
Total charge = 0
Energy relative to the best compared isomer or geometry (same formula, charge and spin) = 4.119 eV
DFT total energy = -394.816192 a.u.

```
13
Properties=species:S:1:pos:R:3:lowdin_charge:R:1
C 2.3730 0.0983 0.4605 -0.14
C -1.0153 0.9611 -0.1481 -0.13
C -2.1963 0.4339 0.0803 -0.17
C -0.9881 -1.1534 -0.0680 -0.19
H 2.0456 0.2457 1.3943 0.09
H 1.4430 -0.3144 -1.2399 0.11
H -0.6907 2.0059 -0.3771 0.14
H -3.0458 1.1410 0.3425 0.12
H -0.3242 -2.0178 0.0037 0.13
N 1.1889 -0.1817 -0.3327 0.06
N -0.1019 -0.0115 -0.1631 -0.11
N -2.1776 -0.9649 0.1375 0.11
O 3.4893 -0.2421 -0.0898 -0.02
```

---

Record 19
One molecule with the formula C4H5N3O at a distorted geometry, computed with the ωB97M-V functional and the def2-TZVPD basis.

## Properties
SMILES = C1Cc2nonc2N1
Highest occupied orbital energy = -8.899 eV
Multiplicity = 1
Total charge = 0
Energy relative to the best compared isomer or geometry (same formula, charge and spin) = 6.520 eV
DFT total energy = -394.727950 a.u.

```
13
Properties=species:S:1:pos:R:3:lowdin_charge:R:1
C -0.7920 1.1492 0.3503 -0.12
C 0.7169 0.6853 0.8271 -0.08
C 0.4109 -0.7206 0.4620 -0.35
N 1.1289 -1.8204 0.6807 0.18
O 0.7159 -2.6479 -0.4082 -0.17
N -0.0781 -1.9868 -1.4523 0.17
C -0.1378 -0.7805 -0.7740 -0.41
N -0.6107 0.4559 -0.9974 -0.02
H -1.7774 0.6519 0.9739 0.18
H -0.8216 2.2517 0.3214 0.10
H 1.5612 1.0109 0.0767 0.16
H 0.8225 0.9665 1.9268 0.13
H -1.1386 0.7848 -1.9869 0.23
```